1.
The following is a DFT calculation (ωB97M-V/def2-TZVPD) of a molecular structure, C5H6O2 at a distorted geometry.

Structure (XYZ):
```
13
C5H6O2 | OMol25 | ωB97M-V/def2-TZVPD
O -0.22520 1.75760 -0.92992
O 1.10001 -0.44806 0.89703
C -0.09164 -0.31644 0.15342
C -1.08931 -1.44372 0.16616
C 1.34144 0.84321 0.26912
C 0.52229 0.53425 -0.98568
C 0.03770 1.59726 0.45472
H -0.75525 1.23178 1.10464
H -0.66620 -2.32322 -0.34709
H -1.99929 -1.14682 -0.36524
H -1.34865 -1.74408 1.18841
H 2.33833 1.27328 0.37105
H 0.83577 0.18496 -1.97663
```

Calculated values
HOMO energy = -7.8 eV
calculated total energy = -9370.6171 eV
energy relative to the best compared isomer or geometry (same formula, charge and spin) = 625.1 kJ/mol



2.
The following is a DFT calculation (ωB97M-V/def2-TZVPD) of 13 unconnected molecules or ions with the total composition C24H79N5O13 at a distorted geometry.

Structure (XYZ):
```
121
C24H79N5O13 | OMol25 | ωB97M-V/def2-TZVPD
O 2.37020 2.99336 -3.44786
O 5.25192 0.53019 0.15552
O 1.68402 -3.39445 -0.13822
O -2.73548 -1.94291 -2.17891
O -3.73463 1.21408 3.23299
O 0.95007 -0.12289 5.39471
O 0.72780 -5.58028 -2.02379
O 0.01745 -1.46015 1.44096
O 3.63572 0.03541 5.22817
O 0.85208 3.79008 -1.04461
O -1.81322 2.50949 -7.78584
O -1.36145 2.53896 -2.85883
O -0.16993 -3.11232 6.07343
N -4.30151 1.05773 -3.45697
N -1.15703 2.46834 5.47552
N 3.86333 -1.84021 -0.99436
N 0.86739 1.16658 0.60327
N 0.18959 1.55603 -4.89499
C -1.49994 3.10681 3.07585
C -2.70026 1.10600 4.15252
C 4.64521 -1.79274 0.22460
C -0.97759 -0.57634 0.95771
C 5.14583 -3.20352 0.50041
C 6.12658 1.54397 -0.13956
C -0.32902 0.42338 0.00799
C -1.33008 2.61914 -6.42501
C -1.11745 0.06975 -6.47519
C -2.11259 2.51180 4.36236
C -3.05681 -0.94620 -3.07019
C -2.96957 3.25426 -8.10462
C -1.32105 -2.55248 6.70818
C 3.98869 -0.02077 3.85677
C -1.74761 -2.80569 -2.64852
C 5.82960 -0.79713 0.18855
C -0.41969 1.42741 -6.24018
C -4.05686 0.02683 -2.43048
C -0.38114 -2.38217 2.46210
C -4.62562 0.14820 3.15649
C 4.48994 1.33099 3.35036
C -5.29570 -0.68170 -1.99604
C 0.13112 -0.21553 -1.26070
C -2.48139 -2.39159 5.79302
H -1.48945 -0.03346 1.78503
H 0.00362 -5.93733 -1.40538
H 6.85099 1.58882 0.65263
H -3.57583 2.72979 -8.83613
H -1.29487 -2.82375 2.09165
H 0.52788 1.40362 1.52418
H 3.89604 -1.50571 1.03029
H -3.47612 1.64111 -3.49479
H 2.38835 -2.82776 -0.50946
H 5.77403 -3.53529 -0.30500
H 1.90466 -0.01337 5.35026
H 4.26540 -3.85636 0.60320
H -2.70918 4.28066 -8.45829
H 6.43521 -0.92822 1.07332
H -3.61943 0.44170 -1.49562
H -3.46046 -1.33880 -3.98546
H 1.81978 3.24504 -2.67502
H -0.67059 3.02492 -2.37256
H -5.01503 1.71376 -3.11442
H -0.90108 -2.18188 -3.08526
H -0.65086 2.48104 2.78602
H -6.01978 0.00323 -1.42485
H -1.68414 -1.24669 0.43933
H 0.59140 0.67019 -4.57738
H -2.23610 3.13966 2.26662
H -1.48120 -3.23178 7.57567
H 3.65408 -0.83036 5.62954
H 1.08239 -0.68886 -1.13600
H -4.12182 -0.74522 2.82477
H 1.17302 -2.75709 0.37603
H -2.99064 0.75291 5.18299
H -1.28252 4.18350 3.25343
H -1.57005 0.25282 -7.39270
H -2.09212 -2.08979 4.81901
H -0.88341 3.63306 -6.25825
H -5.10054 -1.58991 -1.41346
H 0.46044 -3.04380 2.54173
H 6.68103 1.37703 -1.03073
H 4.31200 -2.42837 -1.68412
H -5.83480 -0.94573 -2.93277
H -2.17990 -3.42667 -3.43587
H -3.05168 -3.30486 5.62888
H 3.05385 -0.19096 3.34042
H 1.07036 2.95722 -0.63915
H 3.68308 -0.97414 -1.50615
H 3.74965 2.04961 3.73383
H -1.31536 -3.42093 -1.82848
H -5.05694 -0.10601 4.12681
H -1.96319 0.31470 3.78175
H -0.40473 -4.06916 5.99517
H -2.90778 3.14675 4.64309
H -5.44956 0.33880 2.45008
H 0.96950 2.18422 -4.93929
H -0.53147 -1.04733 -1.44348
H 2.66133 3.85161 -3.79317
H 4.47990 1.34192 2.26854
H -3.59027 3.41290 -7.14899
H 5.53709 1.55121 3.73185
H -0.48677 -1.84595 3.36174
H -0.97144 -1.54192 7.05272
H 4.73399 -0.80533 3.69385
H -1.41767 1.86488 6.24895
H 0.95932 4.52644 -0.39489
H -0.23585 2.12508 5.19708
H -0.82542 2.07099 -3.53050
H 5.60128 -3.29435 1.49315
H 0.07820 0.48439 -2.08454
H 1.20395 -5.02132 -1.40132
H -1.17215 1.11438 -0.17340
H -3.07188 -1.56800 6.09363
H 1.63944 0.50195 0.75498
H 6.37626 -0.99053 -0.73294
H 0.44659 1.45549 -6.92152
H -2.12275 -0.35760 -3.40629
H -0.49655 -0.85732 -6.45861
H 5.50690 2.45045 -0.26750
H -1.96548 -0.04287 -5.71737
H -2.14227 2.49165 -5.72069
H 0.87716 -0.96245 4.94299
```

Calculated values
HOMO energy = -8.9 eV
calculated total energy = -60234.2437 eV



Per-record gap between HOMO and LUMO, Ha: 0.317; 0.340